Below is C18H16Cl3OZn as an isolated structure, with properties calculated with ωB97M-V/def2-TZVPD.

* total energy: -106959.8044 eV
* HOMO level: -4.9 eV
* net charge: -1
* gap between HOMO and LUMO: 0.2828 hartree

The geometry in XYZ format:
```
39
C18H16Cl3OZn | the Open Molecules 2025 dataset | ωB97M-V/def2-TZVPD
Zn 0.1960 0.1106 -0.2768
Cl -3.9027 4.5633 -4.1955
C -3.0912 3.6455 -2.9465
C -1.7377 3.3861 -3.0530
C -1.1178 2.6601 -2.0544
Cl 0.6003 2.3750 -2.2096
C -1.7803 2.1481 -0.9145
O -1.2087 1.4822 0.0199
C -3.1643 2.4594 -0.8808
Cl -4.0904 1.8751 0.4697
C -3.8127 3.1838 -1.8599
H -1.1667 3.7420 -3.8980
H -4.8718 3.3812 -1.7757
C 2.9841 -2.2636 3.4998
C 2.6178 -0.7746 3.5456
C 1.6961 -0.5090 4.7432
C 3.8994 0.0560 3.7030
C 1.9314 -0.3945 2.3005
C 1.3891 -0.0582 1.2677
H 3.5225 -2.5519 4.4074
H 3.6163 -2.4712 2.6360
H 2.0867 -2.8773 3.4168
H 2.2102 -0.7479 5.6788
H 0.7936 -1.1172 4.6759
H 1.3954 0.5386 4.7639
H 4.4121 -0.2188 4.6292
H 3.6639 1.1201 3.7331
H 4.5735 -0.1165 2.8634
C -1.4869 -2.7754 -3.7583
C -2.3430 -2.0754 -2.9205
C -1.8272 -1.2269 -1.9474
C -0.4510 -1.0399 -1.7643
C 0.3809 -1.7637 -2.6284
C -0.1164 -2.6137 -3.6094
H -1.8822 -3.4379 -4.5199
H -3.4165 -2.1887 -3.0275
H -2.5271 -0.6872 -1.3149
H 1.4592 -1.6650 -2.5401
H 0.5660 -3.1527 -4.2583
```